(1)
Entry from OMol25: a molecular structure, C21H15KN3O9 (ωB97M-V/def2-TZVPD).

## Properties
- electronic energy (eV) = -61240.8308
- HOMO-LUMO gap (eV) = 5.794
- highest occupied orbital energy (eV) = -4.423
- total charge = -1

Each line ends with the natural charge from an NBO analysis.
Cartesian coordinates (Å):
K: -0.74388 -1.36758 1.28945  0.953
O: -1.35083 -3.19396 -0.60952  -0.779
C: -0.58842 -3.80222 0.17929  0.734
O: -0.80696 -4.02253 1.39530  -0.785
C: 0.79439 -4.13502 -0.36075  -0.213
C: 1.07980 -5.36391 -0.86684  -0.157
C: 2.36705 -5.64690 -1.37425  -0.080
C: 3.35278 -4.68836 -1.37252  -0.131
C: 3.06003 -3.42859 -0.88126  -0.146
C: 1.78357 -3.06843 -0.31501  0.523
O: 1.52357 -1.96799 0.22659  -0.771
N: 4.12538 -2.44914 -0.95584  0.531
O: 5.28600 -2.84999 -0.88324  -0.445
O: 3.83955 -1.26758 -1.03853  -0.394
N: 2.65706 -6.94680 -1.91509  0.532
O: 3.76881 -7.15955 -2.38802  -0.439
O: 1.76334 -7.78516 -1.92406  -0.431
H: 0.32191 -6.13466 -0.88010  0.236
H: 4.33678 -4.90068 -1.75906  0.257
C: 0.90109 3.68588 -0.10869  -0.260
O: -0.44580 3.90311 0.30360  -0.520
C: -0.72137 3.75147 1.61521  0.402
C: 0.23978 3.77416 2.61892  -0.298
C: -0.13977 3.64959 3.94693  -0.192
C: -1.47151 3.50505 4.29171  -0.239
C: -2.43291 3.46860 3.29265  -0.204
C: -2.06598 3.57593 1.96420  0.069
N: -3.09243 3.58169 0.97539  -0.532
C: -3.19365 2.97994 -0.21999  0.204
C: -2.44542 2.03344 -0.88075  -0.310
C: -2.75270 1.82899 -2.27043  -0.124
C: -1.97101 1.05463 -3.05358  -0.289
C: -0.80333 0.44781 -2.49080  -0.106
C: -0.47634 0.57483 -1.18128  -0.357
C: -1.36231 1.26799 -0.27336  0.553
O: -1.23765 1.19218 0.96493  -0.720
H: 0.87226 3.61034 -1.19171  0.209
H: 1.28619 2.75730 0.31431  0.202
H: 1.53836 4.52518 0.17898  0.173
H: 1.28453 3.87890 2.36548  0.224
H: 0.62117 3.66303 4.71665  0.214
H: -1.76177 3.40272 5.32873  0.214
H: -3.47877 3.32254 3.53446  0.212
H: -3.85301 4.20576 1.18497  0.400
H: -4.04595 3.35813 -0.77898  0.190
H: -3.61913 2.33822 -2.68039  0.196
H: -2.20041 0.90175 -4.09896  0.214
H: -0.15723 -0.14172 -3.13003  0.224
H: 0.41512 0.08166 -0.80472  0.256

=====

(2)
Entry from OMol25: a molecular structure, C21H15N5O16P2RhS (ωB97M-V/def2-TZVPD).

## Properties
- electronic energy (eV) = -94654.4548
- HOMO-LUMO gap (eV) = 6.051
- highest occupied orbital energy (eV) = -5.589
- total charge = -1

Each line ends with the natural charge from an NBO analysis.
Cartesian coordinates (Å):
Rh: -0.07630 0.05670 0.13220  1.328
O: 1.81480 -2.30860 -1.00960  -0.924
S: 2.69640 -1.20890 -0.79210  2.319
O: 3.59670 -0.87840 -1.86900  -0.960
N: 1.75290 0.14550 -0.45520  -0.871
C: 2.28390 1.39150 -0.45910  0.278
C: 3.63830 1.75130 -0.50020  -0.295
C: 3.99060 3.09320 -0.43460  -0.156
C: 3.04350 4.09680 -0.32170  -0.260
C: 1.66870 3.78480 -0.28220  -0.076
C: 0.62300 4.72280 -0.14660  -0.096
C: -0.68460 4.26310 -0.10210  -0.264
C: -0.95610 2.90780 -0.20160  0.098
N: 0.01800 2.00410 -0.32390  -0.382
C: 1.30620 2.42370 -0.35920  0.126
C: 3.66380 -1.39160 0.70360  -0.336
C: 5.02820 -1.57450 0.57540  -0.191
C: 5.80840 -1.61490 1.71800  -0.228
C: 5.21370 -1.46770 2.96190  -0.214
C: 3.84250 -1.29990 3.07060  -0.149
C: 3.05100 -1.26410 1.93310  -0.177
H: 4.39310 0.98680 -0.57270  0.237
H: 5.03800 3.35980 -0.45880  0.209
H: 3.35080 5.13030 -0.25790  0.205
H: 0.85200 5.77590 -0.07000  0.214
H: -1.50510 4.95100 0.02450  0.225
H: -1.96510 2.51740 -0.17640  0.240
H: 5.44770 -1.66590 -0.41530  0.237
H: 6.87580 -1.75170 1.63400  0.208
H: 5.82800 -1.48560 3.85040  0.207
H: 3.38040 -1.18550 4.03710  0.215
H: 1.98280 -1.13030 2.00090  0.263
O: -3.45330 0.68060 2.65140  -1.020
P: -2.47840 -0.40850 2.06050  2.564
O: -3.05470 -1.74920 1.96950  -1.140
O: -1.93890 0.19800 0.73380  -1.133
O: -1.21140 -0.38100 3.07540  -1.094
P: -0.39450 1.04120 3.16740  2.555
O: 0.30350 0.87600 4.60020  -0.987
O: -1.37980 2.15660 3.16320  -1.164
O: 0.71160 1.02420 2.15270  -1.082
H: -2.87510 1.44670 2.88100  0.527
H: -0.35830 0.79010 5.28540  0.501
O: -4.51080 -6.03530 1.26310  -0.393
N: -4.39350 -5.22490 0.36350  0.536
O: -5.22400 -5.06120 -0.50990  -0.398
C: -3.20270 -4.43520 0.32200  -0.070
C: -2.20330 -4.66340 1.25910  -0.065
C: -1.07890 -3.85270 1.27000  -0.012
C: -0.97160 -2.69720 0.41080  0.488
O: -0.09600 -1.82810 0.67820  -0.600
C: -1.94930 -2.61160 -0.65200  -0.050
C: -3.05940 -3.45900 -0.65750  -0.051
N: -1.89530 -1.64700 -1.65410  0.522
O: -2.82450 -1.54930 -2.45820  -0.343
O: -0.87160 -0.90710 -1.79670  -0.414
N: -0.06720 -4.13060 2.22780  0.514
O: -0.25540 -5.07530 2.98780  -0.418
O: 0.95920 -3.47030 2.24150  -0.356
H: -2.30460 -5.44520 1.99840  0.279
H: -3.82330 -3.32110 -1.40880  0.273

=====

(3)
Entry from OMol25: a molecular structure, C21H16ClN2O2V (ωB97M-V/def2-TZVPD).

## Properties
- multiplicity = 4
- ⟨S²⟩ = 3.79
- electronic energy (eV) = -67324.4626
- HOMO-LUMO gap (alpha / beta) (eV) = 5.850 / 7.232
- highest occupied orbital energy (alpha / beta) (eV) = -2.818 / -4.208
- energy above the lowest of the compared OMol25 structures with the same formula, charge and spin (kJ/mol) = 19.8
- total charge = -1

Each line ends with the Mulliken spin population.
Cartesian coordinates (Å):
V: 0.72823 -0.40044 0.61046  2.712
O: 0.95444 1.49857 0.72620  -0.005
C: 0.58463 2.24781 1.76279  0.053
C: 1.14965 3.52106 1.88084  -0.043
C: 0.83354 4.36052 2.93436  0.065
C: -0.07966 3.94226 3.90167  -0.036
C: -0.65034 2.69120 3.79680  0.048
C: -0.34762 1.80136 2.74761  0.037
C: -1.02079 0.53007 2.74680  0.195
N: -0.78933 -0.39663 1.84578  -0.009
N: -1.54530 -1.55789 1.89729  -0.004
C: -1.15522 -2.36077 0.94444  -0.016
O: -0.21184 -2.10070 0.09695  -0.009
C: -1.80937 -3.70091 0.86794  0.010
C: -1.42706 -4.59948 -0.11928  0.010
C: -2.02947 -5.84897 -0.20558  -0.004
C: -3.02002 -6.21009 0.69457  0.007
C: -3.40589 -5.31306 1.68529  -0.004
C: -2.80636 -4.06701 1.77211  0.002
H: 1.85453 3.81559 1.11413  -0.001
H: 1.30043 5.33600 3.00314  0.007
H: -0.34177 4.58837 4.73049  -0.002
H: -1.36388 2.36269 4.54611  0.001
H: -1.77094 0.32275 3.50499  0.018
H: -0.65356 -4.30319 -0.81505  0.003
H: -1.72235 -6.53928 -0.98211  0.000
H: -3.49026 -7.18392 0.62903  0.001
H: -4.18001 -5.58259 2.39392  0.000
H: -3.09408 -3.35957 2.53729  0.000
Cl: 4.44182 0.94632 1.06285  0.000
C: 3.92997 -0.11991 -0.22759  0.009
C: 4.38762 0.17187 -1.50284  0.006
C: 4.03931 -0.63650 -2.57354  -0.018
C: 3.22448 -1.73964 -2.34343  0.009
C: 2.77038 -2.01907 -1.06649  -0.004
C: 3.11760 -1.23264 0.05689  0.024
C: 2.46821 -1.45784 1.34212  -0.057
H: 5.01266 1.04481 -1.63848  0.001
H: 4.39221 -0.39818 -3.56876  -0.001
H: 2.92791 -2.38464 -3.16182  0.002
H: 2.11266 -2.86214 -0.89301  -0.011
H: 2.96733 -0.99794 2.18858  0.002
H: 2.18913 -2.49675 1.50797  0.002

=====

(4)
Entry from OMol25: a molecular structure, C21H16ClN3O6Pd (ωB97M-V/def2-TZVPD).

## Properties
- multiplicity = 3
- ⟨S²⟩ = 2.01
- electronic energy (eV) = -54794.2253
- HOMO-LUMO gap (alpha / beta) (eV) = 8.220 / 7.002
- highest occupied orbital energy (alpha / beta) (eV) = -8.370 / -8.388
- energy above the lowest of the compared OMol25 structures with the same formula, charge and spin (kJ/mol) = 0.0
- total charge = 0

Each line ends with the Mulliken spin population.
Cartesian coordinates (Å):
Pd: 0.91854 0.37103 -1.40924  1.510
C: -3.23857 -1.04535 -2.06052  0.014
C: -2.12087 -0.08728 -1.71530  0.001
O: -0.97601 -0.53959 -1.89185  0.107
C: -2.43089 1.23954 -1.22388  -0.024
C: -3.79649 1.57496 -1.03035  -0.004
C: -4.20259 2.80000 -0.58546  0.011
C: -3.22431 3.77677 -0.31635  -0.005
C: -1.89974 3.49917 -0.48556  0.019
C: -1.43709 2.22778 -0.93473  0.009
O: -0.15827 2.08972 -1.03651  0.108
H: -2.79281 -1.97304 -2.40720  0.000
H: -3.87383 -0.63222 -2.84416  -0.001
H: -3.86471 -1.24894 -1.19149  0.001
H: -4.55123 0.83199 -1.24501  0.000
H: -5.25300 3.01632 -0.45106  0.001
H: -3.52391 4.75855 0.03009  0.000
H: -1.13431 4.23538 -0.27754  0.000
O: 2.48692 -5.19061 -0.26699  0.000
C: 1.89234 -4.69086 0.79828  -0.001
O: 1.64527 -5.34774 1.77762  0.001
C: 1.54667 -3.23472 0.75967  0.011
C: 0.98573 -2.52661 1.80982  0.000
Cl: 0.52577 -3.00604 3.36568  0.002
N: 0.81124 -1.24702 1.41717  -0.004
N: 1.25655 -1.08824 0.16058  0.101
C: 1.67994 -2.26952 -0.25830  0.007
C: 2.18721 -2.32795 -1.67953  -0.008
O: 2.73358 -3.36540 -2.06875  -0.001
O: 2.06059 -1.25429 -2.33765  0.088
C: 0.28441 -0.13594 2.15444  0.014
C: -0.97322 0.33558 1.82494  -0.015
C: -1.48201 1.43562 2.49676  -0.001
C: -0.72853 2.03608 3.49508  0.000
C: 0.52962 1.54603 3.82234  0.000
C: 1.04910 0.45429 3.14614  0.005
H: 2.61434 -4.50951 -0.99665  0.001
H: -1.53428 -0.15647 1.04203  0.000
H: -2.45667 1.82312 2.23142  0.000
H: -1.12158 2.89518 4.02275  0.000
H: 1.10878 2.02318 4.60128  0.000
H: 2.03009 0.05817 3.37318  0.000
C: 5.14118 0.27998 -2.48134  0.000
C: 3.97155 0.88603 -1.86701  0.036
N: 3.03772 1.31888 -1.36153  0.017
H: 4.83780 -0.68106 -2.89744  0.003
H: 5.91580 0.12712 -1.73269  0.000
H: 5.52413 0.91793 -3.27515  0.000

=====

(5)
Entry from OMol25: a molecular structure, C21H16Co2O8 (ωB97M-V/def2-TZVPD).

## Properties
- electronic energy (eV) = -113663.5920
- HOMO-LUMO gap (eV) = 4.017
- highest occupied orbital energy (eV) = 1.205
- energy above the lowest of the compared OMol25 structures with the same formula, charge and spin (kJ/mol) = 368.6
- total charge = -2

Each line ends with the natural charge from an NBO analysis.
Cartesian coordinates (Å):
C: 2.41180 2.23537 -1.16353  -0.638
C: 2.07527 0.87432 -0.56602  -0.462
C: 2.40454 -0.30115 -1.33461  0.683
C: 3.41732 -1.34111 -1.06946  -0.761
O: 1.87035 -0.34134 -2.59531  -0.584
C: 2.59555 0.73375 0.88977  0.597
C: 3.17791 1.90754 1.59383  -0.724
O: 2.60123 -0.36869 1.42567  -0.619
H: 1.70642 3.01239 -0.84239  0.233
H: 3.42129 2.50385 -0.85081  0.160
H: 2.35727 2.22370 -2.25094  0.239
H: 3.18359 -1.81223 -0.09628  0.306
H: 3.46985 -2.14894 -1.82163  0.228
H: 4.44381 -0.92499 -0.97616  0.207
H: 4.02675 2.33471 1.06654  0.204
H: 2.42443 2.67508 1.76829  0.245
H: 3.52074 1.57249 2.56856  0.219
O: 0.64315 1.53867 -3.12176  -0.575
C: 0.69852 0.39506 -2.74581  0.845
Co: -0.05031 0.88208 -0.22749  -0.070
C: -0.11450 1.39753 1.41652  0.488
O: -0.12811 1.97466 2.42163  -0.648
C: -1.18245 1.95995 -0.98101  0.430
O: -2.16681 2.50760 -1.20481  -0.632
C: -1.34142 -0.49369 -0.08726  -0.272
C: -2.64170 -0.38592 0.58103  0.088
C: -2.67365 -0.25206 1.98589  -0.229
C: -3.85141 0.10835 2.63159  -0.212
C: -5.03257 0.22837 1.91305  -0.286
C: -5.04628 -0.03822 0.54343  -0.226
C: -3.87058 -0.38231 -0.12634  -0.246
C: -0.59221 -0.75470 -1.17769  -0.250
C: -0.44148 -0.52741 -2.56484  -0.550
Co: -0.03309 -1.85167 0.12117  -0.079
C: -0.44217 -3.45280 0.73571  0.455
O: -0.68788 -4.52088 1.13487  -0.618
C: 0.35503 -1.43852 1.81459  0.502
O: 0.52170 -1.37051 2.97114  -0.636
C: 0.72760 -2.89184 -1.11312  0.434
O: 1.09855 -3.64928 -1.91374  -0.642
H: -1.75388 -0.39394 2.56855  0.225
H: -3.82220 0.31366 3.69661  0.190
H: -5.94759 0.50770 2.40020  0.182
H: -5.95599 0.03986 -0.04157  0.185
H: -3.84838 -0.62690 -1.20088  0.203
H: -0.14196 -1.44538 -3.10614  0.198
H: -1.38605 -0.21223 -3.06903  0.216